P.
The following is a quantum chemistry calculation of 2 unconnected molecules or ions with the total composition C2H8N3S, from OMol25.

```
14
Properties=species:S:1:pos:R:3:nbo_charge:R:1
C 1.01480 0.40526 -1.90239 -0.483
C 0.70174 -0.20582 -0.61833 0.184
N 0.31611 -1.61543 1.29059 -0.605
N 0.11525 -1.19685 0.00942 -0.276
N -1.22071 1.20721 0.84121 -1.111
S 2.01498 0.85853 -0.42781 0.392
H 1.59549 -0.24016 -2.49656 0.248
H 0.49316 1.02960 -2.61683 0.279
H -0.65152 -1.74213 1.71433 0.392
H 0.88218 -1.05004 1.96356 0.413
H -0.69364 -1.70319 -0.45637 0.443
H -1.47271 1.73814 0.02804 0.371
H -0.96948 1.83385 1.56802 0.382
H -2.12567 0.68105 1.10312 0.373
```

Summary:
Charge = +1
E_HOMO = -13.9 eV
E_LUMO = -0.151 Ha
Kohn-Sham gap = 9.76 eV

=====

Q.
The following is a quantum chemistry calculation of 2 unconnected molecules or ions with the total composition C2H8N3S, from OMol25.

```
14
Properties=species:S:1:pos:R:3:nbo_charge:R:1
C -0.10073 0.51098 -2.37553 -0.710
C 0.34069 -0.30520 0.12540 -0.254
N -1.76205 1.19157 1.50616 -0.274
N -0.85666 0.49460 1.80656 -0.079
N 1.18555 -1.01211 1.15951 -0.696
S 1.08502 0.64625 -1.03346 0.392
H -0.05808 1.33494 -2.89889 0.232
H -1.18547 0.25604 -1.95739 0.239
H 0.00564 -0.37011 -2.98490 0.241
H -0.48012 -0.84390 -0.11606 0.210
H -2.45695 1.34773 2.18125 0.370
H 2.10274 -0.57947 1.20221 0.441
H 0.96158 -0.66623 2.06506 0.440
H 1.21883 -2.00510 1.32010 0.448
```

Summary:
Charge = +1
E_HOMO (spin up / spin down) = -12.2 / -11.8 eV
E_LUMO (spin up / spin down) = -0.149 / -0.134 Ha
Kohn-Sham gap (spin up / spin down) = 8.18 / 8.13 eV

=====

R.
The following is a quantum chemistry calculation of 2 unconnected molecules or ions with the total composition C2H8N3S, from OMol25.

```
14
Properties=species:S:1:pos:R:3:nbo_charge:R:1
C 1.67051 1.19496 -0.32184 0.408
C -2.54167 -1.73081 0.66314 -0.443
N 1.81698 1.94650 0.72960 -0.789
N -1.29298 -1.89997 -0.01709 -0.625
N 2.02603 1.54715 -1.52309 -0.788
S 0.11578 -1.40995 0.52400 0.467
H -3.24009 -1.15699 0.05286 0.232
H -2.99094 -2.70769 0.85788 0.239
H -2.37456 -1.21903 1.60905 0.234
H 2.24891 2.87207 0.70896 0.397
H 1.51969 1.62076 1.63429 0.426
H -1.34457 -2.41174 -0.89569 0.418
H 2.48745 2.43305 -1.72073 0.397
H 1.89947 0.92169 -2.30135 0.428
```

Summary:
Charge = +1
E_HOMO (spin up / spin down) = -12.2 / -13.7 eV
E_LUMO (spin up / spin down) = -0.232 / -0.202 Ha
Kohn-Sham gap (spin up / spin down) = 5.91 / 8.17 eV

=====

Winner for stability: R

=====

P.
The following is a quantum chemistry calculation of 2 unconnected molecules or ions with the total composition CH2N2O2Si, from OMol25.

```
8
Properties=species:S:1:pos:R:3:nbo_charge:R:1
C -2.40878 -0.40640 0.00838 -0.242
N -3.44624 -0.75301 0.34717 -0.232
N 2.07291 -0.11791 0.23677 -0.040
O 2.89298 0.72266 0.00195 -0.208
O -0.18260 1.51723 -0.05625 -1.107
Si -0.70607 0.18043 -0.50215 1.754
H -0.13862 -0.87692 -1.31010 -0.181
H 1.91644 -0.26608 1.27424 0.257
```

Summary:
SMILES = N#C[SiH]=O.N=O
E_HOMO = -9.9 eV
E_LUMO = -0.048 Ha
Kohn-Sham gap = 8.64 eV

=====

Q.
The following is a quantum chemistry calculation of 2 unconnected molecules or ions with the total composition CH2N2O2Si, from OMol25.

```
8
Properties=species:S:1:pos:R:3:nbo_charge:R:1
C -2.82929 -1.32910 -0.06863 0.309
N -1.95377 -1.22233 0.70207 -0.741
N 1.36917 0.29108 0.00152 0.223
O 2.09261 -0.10954 0.83962 -0.298
O 1.14236 -0.15690 -1.15586 -0.452
Si 0.15095 1.54522 -0.45379 0.792
H -1.21721 -1.22235 1.31830 0.432
H 1.24518 2.20392 -1.18323 -0.265
```

Summary:
E_HOMO = -9.8 eV
E_LUMO = -0.024 Ha
Kohn-Sham gap = 9.11 eV

=====

Winner for stability: P

=====

P.
The following is a quantum chemistry calculation of a molecular structure, C2HN3O2S, from OMol25.

```
9
Properties=species:S:1:pos:R:3:nbo_charge:R:1
C -0.19416 -0.02357 0.26078 0.366
C 1.23834 -0.18898 -1.18276 0.368
H 1.94296 -0.14558 -1.95470 0.208
N -1.27367 0.53309 1.05558 -0.006
N 0.35427 0.65053 -0.81143 -0.448
N 0.28771 -1.18782 0.50105 -0.081
O -1.35947 0.01216 2.16346 -0.312
O 1.26039 -1.31007 -0.47253 -0.257
S -2.25636 1.66023 0.44055 0.162
```

Summary:
E_HOMO = -9.8 eV
E_LUMO = -0.062 Ha
Kohn-Sham gap = 8.09 eV

=====

Q.
The following is a quantum chemistry calculation of C2HN3O2S in the gas phase, from OMol25.

```
9
Properties=species:S:1:pos:R:3:nbo_charge:R:1
C -1.68292 -0.82148 0.31049 0.374
C 1.62048 0.71847 0.73833 -0.080
N -2.28094 -1.77006 0.53790 -0.297
N 2.18570 1.18917 1.60827 -0.181
N -0.96120 0.26197 0.09817 -0.836
O 0.99213 -1.41492 -0.63348 -0.822
O 0.84003 0.80754 -1.74886 -0.845
S 0.72276 -0.02777 -0.60845 2.248
H -1.43604 1.05708 -0.30238 0.439
```

Summary:
SMILES = N#CNS(=O)(=O)C#N
E_HOMO = -11.4 eV
E_LUMO = -0.018 Ha
Kohn-Sham gap = 10.86 eV

=====

Winner for stability: Q

=====

P.
The following is a quantum chemistry calculation of 2 unconnected molecules or ions with the total composition C2H8NO, from OMol25.

```
12
Properties=species:S:1:pos:R:3:nbo_charge:R:1
O 1.89550 1.32103 0.77514 -0.915
H 0.53076 0.59469 0.11267 0.484
H 2.63435 0.79976 0.61788 0.492
H 1.90468 1.33903 1.73605 0.499
C -0.35631 -1.26380 -0.80892 -0.493
C -1.46347 0.65458 0.17355 0.130
N -0.37419 0.00698 -0.20007 -0.426
H 0.10228 -1.39070 -1.77208 0.269
H -1.35803 -1.78542 -1.00658 0.250
H 0.18535 -2.07314 -0.29088 0.255
H -1.45537 1.77150 0.27510 0.247
H -2.24555 0.02548 0.38815 0.208
```

Summary:
Charge = +1
E_HOMO = -16.7 eV
E_LUMO = -0.197 Ha
Kohn-Sham gap = 11.33 eV

=====

Q.
The following is a quantum chemistry calculation of 2 unconnected molecules or ions with the total composition C2H8NO, from OMol25.

```
12
Properties=species:S:1:pos:R:3:nbo_charge:R:1
O 0.59560 2.30729 0.01142 -0.988
H 0.00640 0.78775 0.39491 0.488
H 1.01913 2.57509 -0.86057 0.527
H 0.88440 2.86385 0.79380 0.524
C 0.68126 -1.30375 -0.42934 -0.449
C -1.41084 -0.61922 0.65015 0.082
N -0.20632 -0.31661 0.30345 -0.398
H 1.68921 -0.77054 -0.72675 0.268
H 0.23578 -1.77029 -1.35135 0.254
H 0.59183 -2.11391 0.32513 0.248
H -2.35326 -0.06165 0.53295 0.256
H -1.73319 -1.57803 0.35620 0.189
```

Summary:
Charge = +1
E_HOMO = -16.6 eV
E_LUMO = -0.199 Ha
Kohn-Sham gap = 11.20 eV

=====

R.
The following is a quantum chemistry calculation of 2 unconnected molecules or ions with the total composition C2H8NO, from OMol25.

```
12
Properties=species:S:1:pos:R:3:nbo_charge:R:1
N 0.48043 -0.59673 1.92455 -0.865
H 0.52950 -1.26684 1.23207 0.461
H 0.50452 0.30482 1.43858 0.474
H 1.18463 -0.91892 2.72960 0.471
H -0.28990 -0.54189 2.52521 0.447
C 0.81837 0.90596 -1.20132 -0.473
C -0.46486 0.57942 -1.02736 0.081
O -0.93882 -0.60883 -0.38743 -0.764
H 1.09427 1.76900 -1.85910 0.251
H 1.74415 0.34903 -0.96067 0.210
H -1.19164 1.35757 -1.03398 0.198
H -1.54904 -0.91728 -1.07198 0.510
```

Summary:
Charge = +1
E_HOMO = -14.0 eV
E_LUMO = -0.150 Ha
Kohn-Sham gap = 9.89 eV

=====

Winner for stability: P

=====

P.
The following is a quantum chemistry calculation of 2 unconnected molecules or ions with the total composition C2H8NO, from OMol25.

```
12
Properties=species:S:1:pos:R:3:nbo_charge:R:1
O -0.62044 -2.04830 -1.14963 -0.955
H -0.62959 -2.94756 -1.45123 0.482
H -1.38426 -1.81289 -1.72288 0.474
H -0.51455 0.82856 -1.11111 0.302
C 0.08556 1.39139 -0.37814 -0.728
C -0.02531 0.86716 0.99244 0.348
N 0.83821 -0.03705 1.35288 -0.613
H 1.12094 1.25238 -0.68662 0.249
H -0.04766 2.51174 -0.44620 0.285
H -0.86941 1.05497 1.68362 0.247
H 1.51457 -0.58620 0.69859 0.475
H 0.53194 -0.47419 2.21827 0.435
```

Summary:
Charge = +1
E_HOMO = -15.5 eV
E_LUMO = -0.192 Ha
Kohn-Sham gap = 10.25 eV

=====

Q.
The following is a quantum chemistry calculation of 2 unconnected molecules or ions with the total composition C2H8NO, from OMol25.

```
12
Properties=species:S:1:pos:R:3:nbo_charge:R:1
C 2.35443 0.24927 -0.02602 -0.264
O 1.14109 -0.37895 -0.17023 -0.584
C -1.35163 0.40135 0.64790 0.064
N -2.21317 -0.33564 -0.42357 -0.685
H 2.57721 0.58503 1.08705 0.199
H 3.11527 -0.53515 -0.28926 0.248
H 0.31838 -0.21696 0.43379 0.425
H -1.36222 1.37115 0.09467 0.293
H -1.80542 0.29823 1.63093 0.226
H -3.21612 -0.22267 -0.55420 0.448
H -1.77159 -0.91620 -1.12466 0.435
H 2.49112 1.11396 -0.68277 0.196
```

Summary:
Charge = +1
E_HOMO = -15.1 eV
E_LUMO = -0.339 Ha
Kohn-Sham gap = 5.91 eV

=====

R.
The following is a quantum chemistry calculation of 2 unconnected molecules or ions with the total composition C2H8NO, from OMol25.

```
12
Properties=species:S:1:pos:R:3:nbo_charge:R:1
O -0.26997 1.99669 -1.76200 -0.979
H 0.19356 2.84640 -1.77015 0.504
H -0.86715 1.98375 -2.52452 0.516
H -0.39808 -2.38264 0.62225 0.281
C -0.20274 -1.58588 1.33769 -0.730
C -0.20206 -0.30960 0.61154 0.331
N 0.73585 0.05926 -0.16194 -0.598
H 0.75184 -1.82015 1.81411 0.274
H -0.91343 -1.65383 2.14295 0.272
H -0.94932 0.44057 0.80672 0.233
H 1.53995 -0.50351 -0.41112 0.430
H 0.58155 0.92894 -0.70553 0.466
```

Summary:
Charge = +1
E_HOMO = -16.6 eV
E_LUMO = -0.170 Ha
Kohn-Sham gap = 11.96 eV

=====

Winner for stability: R

=====

P.
The following is a quantum chemistry calculation of C3H5Cl2N in the gas phase, from OMol25.

```
11
Properties=species:S:1:pos:R:3:nbo_charge:R:1
C -0.03125 0.51001 -0.51851 -0.207
C -1.14541 -0.23884 0.28832 -0.125
C -1.50314 -1.57389 -0.16504 -0.269
H -0.51689 0.76638 -1.51507 0.234
H -2.01918 0.41733 0.58878 0.217
H -0.94834 -2.26819 -0.89984 0.223
H -2.53853 -2.00755 -0.13458 0.205
H -1.09956 -1.48721 2.20633 0.403
N -0.76985 -1.29641 1.19155 -0.646
Cl 1.39180 -0.68199 -0.77592 -0.047
Cl 0.28998 1.94496 0.41033 0.012
```

Summary:
SMILES = ClC(Cl)[C@H]1CN1
E_HOMO = -9.5 eV
E_LUMO = 0.031 Ha
Kohn-Sham gap = 10.31 eV

=====

Q.
The following is a quantum chemistry calculation of C3H5Cl2N in the gas phase, from OMol25.

```
11
Properties=species:S:1:pos:R:3:nbo_charge:R:1
C 0.07900 1.07564 0.44815 -0.084
C -0.69925 0.13530 -0.41323 -0.241
C 0.34436 -0.42420 0.51413 -0.237
H 1.92298 1.80467 0.28302 0.368
H 0.80207 2.83450 -0.33172 0.370
H -0.42077 1.49856 1.32450 0.203
H -0.50558 0.19384 -1.46811 0.249
H 0.02033 -0.99274 1.38954 0.245
N 1.08654 1.85313 -0.25487 -0.821
Cl -2.35300 -0.35318 -0.04945 -0.029
Cl 1.89597 -1.00159 -0.10981 -0.024
```

Summary:
SMILES = NC1[C@H](Cl)[C@H]1Cl
E_HOMO = -9.7 eV
E_LUMO = 0.033 Ha
Kohn-Sham gap = 10.57 eV

=====

Winner for stability: Q